No. 1
# C20H38FNO32S7

C20H38FNO32S7 as an isolated structure at a distorted geometry (the ωB97M-V functional and the def2-TZVPD basis, the OMol25 dataset).

Geometry as XYZ:
```
99
Properties=species:S:1:pos:R:3:lowdin_charge:R:1
C -7.29472 -0.68099 4.61407 -0.017
C -6.45915 0.07909 3.70080 -0.560
O -6.04626 1.28334 3.90494 -0.042
N -6.21988 -0.43211 2.52597 0.038
C -5.40206 0.37532 1.55604 -0.017
H -8.13505 -0.05872 4.92182 0.095
H -6.90757 -1.12388 5.53171 0.083
H -7.70283 -1.52592 4.05943 0.076
H -6.59483 -1.32859 2.25058 0.080
H -4.38836 -0.02354 1.59379 0.059
H -5.44606 1.45686 1.68423 0.088
H -5.78810 0.10605 0.57290 0.065
C -3.98880 -3.82939 3.24915 -0.048
C -4.09222 -3.35454 4.62329 -0.305
O -4.06019 -4.59683 5.29802 0.134
C -3.63598 -5.63414 4.48147 -0.607
O -3.44815 -6.73966 4.81257 0.199
O -3.44347 -5.15885 3.30759 0.121
F -5.27410 -2.68315 4.71963 0.067
H -3.32525 -3.13227 2.73747 0.134
H -4.91639 -3.94462 2.68845 0.126
H -3.29900 -2.64344 4.85400 0.178
C 0.94639 0.11418 1.66914 -0.129
C 1.28732 -0.85817 0.54518 -0.218
O 0.07443 -1.45742 0.27243 -0.196
S -1.22359 -0.54295 0.53982 0.719
O -2.49319 -1.24425 0.78032 -0.243
O -1.21914 0.68695 -0.26146 -0.247
O -0.43700 -0.21241 1.87458 -0.213
H 1.17432 1.05892 1.17557 0.117
H 1.45675 -0.05208 2.61781 0.145
H 2.04096 -1.59107 0.83327 0.125
H 1.77766 -0.33690 -0.27698 0.112
C 5.78677 2.01132 -4.68643 -0.162
C 6.65648 1.59867 -3.48985 -0.143
O 5.70926 1.47833 -2.39324 -0.241
S 4.17368 2.02556 -2.87407 0.759
O 4.18170 3.48534 -2.78663 -0.260
O 3.06277 1.25907 -2.28328 -0.236
O 4.37808 1.57981 -4.47826 -0.190
H 6.10353 1.52764 -5.61045 0.128
H 5.80668 3.05362 -5.00474 0.125
H 7.40386 2.27499 -3.07498 0.125
H 7.15167 0.63866 -3.63569 0.130
C 5.15609 -5.38239 -2.89371 -0.223
C 4.04572 -4.95530 -3.82638 -0.211
O 2.96888 -4.61572 -3.02933 -0.182
S 3.41935 -4.13005 -1.51034 0.789
O 2.74306 -4.98767 -0.53660 -0.247
O 3.32752 -2.66158 -1.27189 -0.257
O 5.00414 -4.69900 -1.68106 -0.184
H 6.07934 -5.15720 -3.42756 0.128
H 5.26561 -6.42776 -2.60507 0.133
H 3.78922 -5.77489 -4.49763 0.144
H 4.48965 -4.10095 -4.33737 0.131
C -1.32022 4.67477 -2.79245 -0.188
C -1.75072 3.20472 -2.94381 -0.138
O -3.18705 3.34607 -2.78107 -0.217
S -3.49861 4.34609 -1.48538 0.724
O -3.19526 3.65289 -0.26940 -0.221
O -4.84236 4.98392 -1.66823 -0.250
O -2.26224 5.23915 -1.95251 -0.210
H -1.22932 5.12564 -3.78066 0.130
H -0.39400 4.89905 -2.26338 0.119
H -1.33130 2.57880 -2.15615 0.106
H -1.53585 2.74244 -3.90726 0.133
C 7.57523 1.74250 0.27832 -0.124
C 6.56055 2.93484 0.56443 -0.151
O 5.59056 2.40767 1.44111 -0.237
S 5.52522 0.76471 1.65082 0.768
O 4.40339 0.20297 0.86833 -0.258
O 5.64916 0.43331 3.08082 -0.236
O 6.89912 0.55979 0.74139 -0.224
H 8.36661 1.84737 1.02049 0.127
H 7.83881 1.73264 -0.77929 0.107
H 6.16735 3.25238 -0.40132 0.109
H 7.03111 3.74098 1.12730 0.135
C -5.12063 -2.75229 -1.36924 -0.170
C -5.72825 -4.10574 -1.72880 -0.155
O -6.41832 -4.58263 -0.51709 -0.206
S -7.09969 -3.20484 0.26704 0.784
O -7.00387 -3.39586 1.72833 -0.268
O -8.42621 -2.97497 -0.30530 -0.237
O -5.87626 -2.21632 -0.28623 -0.230
H -5.26374 -2.11877 -2.24461 0.136
H -4.09330 -2.83024 -1.01341 0.126
H -4.86066 -4.70883 -1.99652 0.132
H -6.42151 -4.00059 -2.56333 0.126
C 2.41569 4.53044 -0.27675 -0.188
C 1.49172 5.53762 0.34781 -0.168
O 2.25643 5.71832 1.51889 -0.227
S 2.82793 4.27792 2.19883 0.742
O 1.77066 3.47411 2.80157 -0.236
O 4.05000 4.61517 2.95207 -0.242
O 3.12471 3.76239 0.70500 -0.221
H 3.19964 4.96630 -0.89606 0.122
H 1.84638 3.87216 -0.93300 0.120
H 0.50487 5.22784 0.69170 0.137
H 1.54505 6.48087 -0.19583 0.143
```

Computed properties:
orbital gap	7.98	eV
relative energy (zero: lowest compared OMol25 entry of this formula, charge and spin)	0.0	kcal/mol
max |F|	5.64	eV Å⁻¹
E_HOMO	-8.43	eV
multiplicity	1
calculated total energy	-166917.874	eV

***

No. 2
# C15H12BrMgN4O2S

C15H12BrMgN4O2S as an isolated structure at a distorted geometry (the ωB97M-V functional and the def2-TZVPD basis, the OMol25 dataset).

Geometry as XYZ:
```
36
Properties=species:S:1:pos:R:3:lowdin_charge:R:1
Mg 0.21305 0.30479 0.72869 0.494
Br -2.85737 2.08236 1.46575 0.810
C -2.24797 0.77439 2.68948 -0.715
C -3.14371 0.37206 3.71553 -0.083
C -2.71121 -0.61335 4.58629 -0.001
C -1.44140 -1.22280 4.32108 0.030
C -0.66192 -0.78221 3.26077 -0.128
N -1.09299 0.21922 2.38930 -0.009
C 0.66873 -1.48706 2.80703 -0.510
O 1.05185 -2.38533 3.57949 0.057
O 1.25431 -1.06683 1.68294 -0.138
H -4.07123 0.88607 3.79974 0.096
H -3.43415 -1.01271 5.33096 0.135
H -0.95832 -2.01534 4.90897 0.133
C 3.80588 2.45605 -0.89270 -0.003
N 3.05445 1.43873 -1.67403 -0.094
C 3.45848 0.63511 -2.72797 -0.015
C 2.41477 -0.12469 -3.05961 -0.003
N 1.28539 0.19989 -2.23956 0.020
C 1.70152 1.25742 -1.46121 -0.669
S 0.77016 2.22638 -0.44495 0.751
C -0.00252 -0.44181 -2.19867 -0.219
C -0.60220 -0.69177 -3.44323 0.038
C -1.89657 -1.17265 -3.36263 -0.025
C -2.51976 -1.37700 -2.13309 0.000
C -1.78700 -1.11739 -0.95055 -0.064
N -0.57130 -0.55971 -0.98832 0.047
H 3.93849 3.35210 -1.53092 0.115
H 4.78082 2.10462 -0.56610 0.100
H 3.21002 2.62516 0.00425 0.049
H 4.48045 0.79415 -3.10167 0.153
H 2.24459 -0.87643 -3.80858 0.127
H -0.15879 -0.41778 -4.42186 0.144
H -2.43040 -1.35344 -4.28522 0.124
H -3.51307 -1.72882 -2.05328 0.106
H -2.23106 -1.28139 0.07390 0.146
```

Computed properties:
orbital gap	8.67	eV
charge	+1
max |F|	2.87	eV Å⁻¹
E_HOMO	-12.19	eV
multiplicity	1
calculated total energy	-112125.489	eV

***

No. 3
# C2H2O4S

A single C2H2O4S molecule at a distorted geometry (the ωB97M-V functional and the def2-TZVPD basis, the OMol25 dataset).

Geometry as XYZ:
```
9
Properties=species:S:1:pos:R:3:lowdin_charge:R:1
C -1.15017 -0.59971 0.12129 -0.263
C -0.53978 0.58444 0.15217 -0.138
O 1.83927 1.47977 -1.09035 -0.277
O 2.06441 0.60157 1.05323 -0.285
O -0.75158 -1.77643 -0.22350 -0.093
O 0.51219 -1.95608 -0.72361 -0.040
S 1.32593 0.60219 -0.14185 0.814
H -2.24729 -0.46253 0.30326 0.158
H -1.05298 1.52679 0.54937 0.123
```

Computed properties:
orbital gap (spin up / spin down)	7.87 / 6.59	eV
relative energy (zero: lowest compared OMol25 entry of this formula, charge and spin)	148.2	kcal/mol
max |F|	3.79	eV Å⁻¹
E_HOMO (spin up / spin down)	-10.10 / -9.40	eV
multiplicity	1
calculated total energy	-21123.794	eV

***

No. 4
# C40H67BrN3O14

A 7-piece molecular cluster, C40H67BrN3O14 overall at a distorted geometry (the ωB97M-V functional and the def2-TZVPD basis, the OMol25 dataset).

Geometry as XYZ:
```
125
Properties=species:S:1:pos:R:3:lowdin_charge:R:1
C -0.38042 1.36221 1.82342 -0.086
C -1.26470 0.61616 0.80440 -0.225
C -0.45406 -0.33809 -0.09448 -0.187
C 0.03490 0.21704 -1.44122 -0.139
C 1.39245 0.90288 -1.38544 -0.287
C 2.12470 0.98792 -2.72043 -0.081
C 1.77160 2.26767 -3.51668 -0.243
C 1.69715 1.94480 -5.00694 -0.221
C 0.46144 1.13858 -5.40129 -0.740
C -0.76811 2.02051 -5.67232 -0.139
Br 0.87358 0.11888 -7.00296 0.750
N 0.53422 2.93662 -2.98732 0.184
C 0.52377 3.06629 -1.63542 -0.306
N -0.26518 3.91657 -1.01064 0.138
C -1.18213 4.87469 -1.61451 -0.090
C -0.48694 6.18498 -2.03738 -0.146
O -0.76862 6.52520 -3.38573 -0.026
C -1.95875 7.20583 -3.53971 -0.454
O -2.26358 8.08828 -2.77148 0.127
C -2.82197 6.79489 -4.69461 -0.133
C -2.20880 5.81615 -5.68587 -0.083
N 1.31349 2.26790 -0.82602 0.129
H 0.61766 0.93091 1.87543 0.069
H -0.26363 2.41404 1.56089 0.034
H -0.80621 1.33334 2.82564 0.070
H -1.99346 -0.00111 1.31964 0.077
H -1.79730 1.31389 0.15645 0.089
H 0.39388 -0.75585 0.44676 0.089
H -1.09707 -1.18187 -0.35356 0.115
H -0.75238 0.84938 -1.86430 0.116
H 0.13496 -0.62907 -2.12340 0.121
H 2.01092 0.30145 -0.71944 0.138
H 3.19427 1.03922 -2.52332 0.108
H 1.94377 0.10998 -3.33808 0.120
H 2.58878 2.97929 -3.38344 0.147
H 2.58208 1.33934 -5.20662 0.103
H 1.78953 2.83657 -5.62885 0.121
H 0.21648 0.44456 -4.60125 0.074
H -0.45594 3.06251 -5.72963 0.054
H -1.24108 1.79382 -6.62195 0.057
H -1.49068 1.95073 -4.85940 0.074
H 0.42916 3.85718 -3.40996 0.150
H -0.20205 3.89317 -0.00416 0.150
H -1.96736 5.07024 -0.89001 0.130
H -1.64510 4.41331 -2.48938 0.134
H -0.79032 7.00310 -1.38561 0.125
H 0.59193 6.07918 -1.92963 0.134
H -3.71194 6.33976 -4.25357 0.132
H -3.15582 7.70718 -5.18437 0.131
H -1.68601 5.03226 -5.14284 0.039
H -1.47082 6.29005 -6.33053 0.087
H -2.97347 5.32521 -6.28275 0.083
H 2.24948 2.66929 -0.75218 0.131
O -4.33456 -0.05704 1.37492 0.121
C -4.64638 1.09392 1.35631 -0.490
O -4.48798 1.88811 0.26492 0.008
C -4.85649 3.24173 0.58322 -0.161
C -5.77994 3.14008 1.79112 -0.145
C -5.22505 1.90485 2.50035 -0.066
H -3.94398 3.80112 0.81277 0.115
H -5.33370 3.68406 -0.28809 0.124
H -5.78862 4.04187 2.39875 0.118
H -6.80001 2.94814 1.45871 0.122
H -4.41519 2.15282 3.18861 0.132
H -5.98543 1.33218 3.02188 0.129
O 4.42946 2.79186 -1.22338 0.079
C 5.16678 2.18285 -0.48366 -0.477
O 6.20042 2.77486 0.11302 0.050
C 6.98199 1.80777 0.85342 -0.127
C 6.02523 0.65148 1.11770 -0.135
C 5.12374 0.71122 -0.11533 -0.067
H 7.83140 1.51717 0.23425 0.131
H 7.35113 2.28281 1.75714 0.129
H 6.53152 -0.29970 1.25658 0.124
H 5.43610 0.85124 2.01262 0.124
H 5.52712 0.13744 -0.95206 0.139
H 4.10514 0.39103 0.08810 0.110
O 2.94948 -2.30438 2.72157 0.104
C 1.82883 -2.72244 2.78106 -0.488
O 0.97962 -2.61987 1.73045 -0.013
C -0.33624 -3.09168 2.09713 -0.148
C -0.10461 -4.01699 3.28440 -0.146
C 1.11795 -3.38190 3.94577 -0.063
H -0.94158 -2.21768 2.35266 0.121
H -0.77889 -3.58712 1.23663 0.127
H -0.96572 -4.10768 3.93766 0.098
H 0.14777 -5.01595 2.92981 0.127
H 0.84027 -2.60601 4.66123 0.135
H 1.76806 -4.10349 4.43022 0.129
O -0.62565 -5.78578 5.96280 0.114
C -1.75666 -6.17955 5.96624 -0.473
O -2.56279 -6.02173 4.88333 0.005
C -3.89179 -6.48780 5.18457 -0.154
C -3.71779 -7.45544 6.34860 -0.142
C -2.51496 -6.86158 7.08063 -0.070
H -4.50539 -5.62404 5.45083 0.124
H -4.30557 -6.95097 4.29224 0.123
H -4.61284 -7.55071 6.95938 0.117
H -3.45970 -8.44579 5.97148 0.121
H -2.80814 -6.10360 7.81011 0.137
H -1.89864 -7.62502 7.55903 0.084
O 2.38636 2.29676 -12.84718 0.136
C 2.66935 2.59156 -11.72845 -0.485
O 2.28412 3.76712 -11.16513 0.023
C 2.84596 3.90158 -9.85293 -0.162
C 3.15870 2.47856 -9.40226 -0.166
C 3.49448 1.79870 -10.72871 -0.070
H 3.74244 4.52189 -9.92251 0.126
H 2.11997 4.40496 -9.21788 0.119
H 3.95320 2.43002 -8.65949 0.114
H 2.26598 2.02079 -8.97429 0.069
H 4.54705 1.90428 -10.99459 0.132
H 3.21635 0.74951 -10.75860 0.124
O -1.01969 -9.40075 8.19189 0.112
C -0.69237 -9.19364 9.32599 -0.477
O -1.06071 -8.07959 9.99266 0.021
C -0.43995 -8.04479 11.29273 -0.145
C -0.09669 -9.49617 11.60699 -0.148
C 0.18042 -10.05862 10.21277 -0.068
H 0.44618 -7.41079 11.22963 0.128
H -1.13964 -7.60316 11.99701 0.125
H 0.73161 -9.59648 12.30415 0.116
H -0.96404 -9.99576 12.03941 0.119
H 1.21856 -9.91835 9.90809 0.134
H -0.09035 -11.10458 10.10540 0.127
```

Computed properties:
orbital gap	8.94	eV
charge	+1
relative energy (zero: lowest compared OMol25 entry of this formula, charge and spin)	6.2	kcal/mol
max |F|	1.63	eV Å⁻¹
E_HOMO	-11.35	eV
multiplicity	1
calculated total energy	-145741.350	eV

***

Q: Look up the multiplicity of the third one.
A: 1

***

Q: Look up the calculated total energy of the second one.
A: -112125.489 eV

***

Q: The highest calculated total energy belongs to which entry?
A: C2H2O4S